No. 1
C8H9NO3 | the ωB97M-V functional and the def2-TZVPD basis

Calculated values
- energy above the lowest of the compared OMol25 structures with the same formula, charge and spin (eV) = 6.089
- SMILES = [O-]/[N+](O)=C1/C=CC=CC1.C=C=O
- DFT total energy (Eh) = -590.5151
- highest occupied orbital energy (spin up / spin down) (eV) = -7.9 / -7.9
- lowest unoccupied orbital energy (spin up / spin down) (eV) = -0.078 / -0.078
- orbital gap (spin up / spin down) (eV) = 7.8363 / 7.8377

Structure (XYZ):
```
21
Properties=species:S:1:pos:R:3:forces:R:3
O -1.905 1.844 -0.106 0.451 0.345 -0.074
N -1.001 1.318 -0.808 -1.022 -0.423 -0.240
O -1.400 1.004 -2.135 3.444 -2.121 0.718
C 0.115 0.785 -0.399 -1.140 1.131 0.320
C 0.898 0.009 -1.266 0.031 0.737 -2.399
C 1.986 -0.574 -0.774 0.331 -1.404 -2.866
C 2.313 -0.487 0.607 2.479 -1.596 0.871
C 1.659 0.305 1.467 0.892 -0.827 -1.103
C 0.470 1.028 1.027 -0.156 1.082 -0.355
H -2.130 1.522 -2.296 -2.817 2.195 -0.104
H 0.616 0.099 -2.350 0.571 -0.630 1.264
H 2.620 -1.153 -1.552 -0.855 0.916 1.843
H 3.224 -1.163 0.777 -1.272 1.515 0.777
H 2.005 0.599 2.424 0.401 -0.455 0.943
H -0.387 0.744 1.625 -0.410 0.211 0.445
H 0.691 2.106 1.220 -0.686 -0.456 -0.192
C -2.129 -1.470 0.022 -2.092 0.618 -3.669
C -1.605 -1.826 1.105 0.997 -1.645 3.335
O -1.182 -2.139 2.141 0.362 0.064 -0.032
H -2.199 -0.390 -0.051 -0.329 -0.118 -0.335
H -2.660 -2.163 -0.679 0.819 0.860 0.855
```
Positions in Å, forces in eV/Å.

Löwdin atomic charge list, values in e, 5 entries:
1. O -0.039
2. N -0.282
3. O 0.075
4. C -0.219
5. C -0.041

***

No. 2
C8H9NO4S | the ωB97M-V functional and the def2-TZVPD basis

Calculated values
- energy above the lowest of the compared OMol25 structures with the same formula, charge and spin (eV) = 4.254
- DFT total energy (Eh) = -1063.9174
- highest occupied orbital energy (spin up / spin down) (eV) = -7.8 / -8.1
- lowest unoccupied orbital energy (spin up / spin down) (eV) = 0.072 / -1.356
- orbital gap (spin up / spin down) (eV) = 7.9003 / 6.7853

Structure (XYZ):
```
23
Properties=species:S:1:pos:R:3:forces:R:3
C 3.055 -0.032 -0.985 0.328 0.043 -0.064
C 1.991 -0.225 -1.847 0.795 -1.465 -3.155
C 2.781 0.613 0.215 -1.080 -0.257 -0.181
C 0.669 0.111 -1.603 3.387 3.198 2.888
C 1.477 1.041 0.497 2.439 1.144 3.116
C 0.393 0.875 -0.378 1.278 -1.508 -1.808
C -0.839 1.266 0.002 -2.298 0.680 0.832
C -3.259 -1.009 1.218 2.435 2.670 1.537
N -0.436 -2.017 -0.181 0.512 0.027 -0.278
O -0.140 -1.629 -1.215 -1.215 -2.847 0.816
O -3.424 1.473 -0.267 -1.112 0.769 0.585
O -2.104 0.409 -2.061 -0.400 -0.471 -0.047
O -2.452 -0.794 0.072 -0.060 1.286 -1.381
S -2.337 0.684 -0.683 1.696 -1.302 0.526
H 4.137 -0.282 -1.101 -1.285 -0.149 -0.682
H 2.097 -0.726 -2.890 0.369 0.839 1.939
H 3.659 0.619 0.839 -0.424 0.717 0.877
H 0.059 0.068 -2.407 -2.086 0.167 -1.917
H 1.383 1.537 1.561 -0.375 -0.914 -2.337
H -0.972 1.868 0.893 -0.110 -0.123 0.012
H -3.866 -1.778 1.018 -2.706 -2.621 -0.857
H -3.754 -0.101 1.540 -0.423 0.055 -0.243
H -2.638 -1.320 2.063 0.337 0.065 -0.181
```
Positions in Å, forces in eV/Å.

Löwdin atomic charge list, values in e, 5 entries:
1. C -0.090
2. C -0.092
3. C -0.097
4. C -0.115
5. C -0.038

***

No. 3
C8H9NO5V | the ωB97M-V functional and the def2-TZVPD basis

Calculated values
- energy above the lowest of the compared OMol25 structures with the same formula, charge and spin (eV) = 3.259
- DFT total energy (Eh) = -1684.3969
- highest occupied orbital energy (spin up / spin down) (eV) = -17.0 / -17.1
- lowest unoccupied orbital energy (spin up / spin down) (eV) = -10.969 / -11.055
- orbital gap (spin up / spin down) (eV) = 6.0450 / 6.0392
- expectation value of S² = 3.78
- 2S+1 = 4
- net charge = +2

Structure (XYZ):
```
24
Properties=species:S:1:pos:R:3:forces:R:3
V -0.921 -0.328 -1.604 6.212 1.401 6.362
C -1.372 -2.109 -1.516 -2.764 -11.085 1.052
O -1.538 -3.262 -1.308 1.015 6.600 -1.241
C -1.436 0.553 -3.054 -3.945 5.760 -10.986
O -1.709 1.146 -4.039 1.514 -3.073 5.366
C 1.205 -0.107 -1.727 7.623 -0.118 -2.588
O 2.361 -0.114 -1.937 -6.517 0.211 1.354
C -1.992 0.633 -0.191 -6.811 4.373 4.724
O -2.772 1.231 0.463 5.039 -3.578 -3.738
C 0.861 2.716 0.157 -0.684 -2.624 -0.119
H 0.146 2.509 0.965 0.582 0.861 0.181
H 1.658 1.945 0.090 0.246 1.393 0.483
C 0.441 3.315 -0.956 -1.829 -2.300 -2.259
H 0.940 3.040 -1.932 -0.047 1.240 1.143
H -0.672 3.478 -1.093 1.530 1.107 0.446
C -0.544 -1.558 2.153 -0.684 0.068 0.284
C 0.739 -1.400 1.462 2.726 -0.495 -0.697
N 1.834 -1.908 2.062 -2.841 0.404 0.736
O 0.910 -0.860 0.318 -1.817 -0.231 0.227
H -0.855 -2.608 2.144 0.076 0.112 0.073
H -1.328 -0.959 1.688 0.105 -0.059 0.109
H -0.421 -1.235 3.187 -0.226 -0.092 0.043
H 2.726 -1.853 1.658 1.222 0.131 -0.643
H 1.738 -2.264 3.009 0.276 -0.007 -0.311
```
Positions in Å, forces in eV/Å.

Löwdin atomic charge list, values in e, 5 entries:
1. V 0.667
2. C -0.028
3. O 0.242
4. C -0.094
5. O 0.258